[1]
Entry from OMol25: 2 unconnected molecules or ions with the total composition C27H39N2 (ωB97M-V/def2-TZVPD).

Geometry as XYZ:
```
68
Properties=species:S:1:pos:R:3:forces:R:3
C -1.923861 0.513824 1.891926 -0.04 0.22 0.32
C -1.695533 -1.003034 1.921651 -0.20 -0.49 0.02
C -0.208939 -1.257179 1.692677 0.16 -0.08 0.06
N 0.366828 0.065772 1.417253 -0.84 -1.13 1.26
N 1.619520 0.330402 1.686990 2.42 1.06 -1.69
C 2.581208 -0.471076 2.000915 -0.74 -0.15 0.35
C -0.603944 1.158603 1.477716 0.08 0.25 -0.60
H -2.728278 0.771284 1.194359 0.09 0.04 0.25
H -2.181142 0.878882 2.887099 -0.24 -0.06 -0.11
H -1.987481 -1.425480 2.887656 -0.19 0.02 -0.30
H -2.266639 -1.490071 1.122136 -0.02 0.04 0.37
H 0.299282 -1.744697 2.542352 -0.34 0.32 -0.17
H -0.071470 -1.925938 0.827139 0.22 0.25 0.17
H 3.599234 -0.159881 1.721277 -0.50 0.25 0.91
H 2.464106 -1.404282 2.584431 -0.10 0.00 -1.01
H -0.723325 1.627880 0.491253 0.22 -0.29 0.17
H -0.280246 1.965808 2.149210 0.03 -0.40 0.02
C 1.261497 -4.136306 -5.620250 -0.14 -0.35 -0.12
C 1.645943 -2.699028 -5.462592 0.05 0.24 0.15
C 2.194029 -2.253180 -4.264192 0.00 -0.20 -0.12
C 2.603682 -0.939227 -4.084730 -0.24 0.06 -0.08
C 3.216789 -0.620129 -2.745232 0.31 -0.11 0.55
C 2.406887 -0.005446 -5.119252 -0.07 -0.12 0.15
C 2.793122 1.455304 -4.926748 -0.06 -0.04 -0.11
C 4.320892 1.617159 -4.923498 0.09 0.24 0.01
C 2.140415 2.112285 -3.672709 0.79 -0.53 -0.39
C 0.694308 1.880059 -3.586454 -0.75 1.30 -0.07
C -0.238990 2.511691 -2.756103 0.34 -0.45 0.11
C -1.636731 2.432694 -3.106310 -0.47 -0.33 0.02
C -2.070900 1.853986 -4.421313 -0.37 -0.06 -0.21
C -2.600441 2.907269 -2.240417 -0.02 -0.16 -0.56
C -2.268482 3.519907 -1.029452 0.09 -0.03 -0.01
C -3.358974 3.977050 -0.111321 -0.04 0.17 0.31
C -0.915743 3.677919 -0.709328 0.37 0.02 -0.24
C 0.104188 3.180269 -1.518471 -0.28 0.45 0.27
C 1.511101 3.332839 -1.042874 0.35 0.40 0.30
C 1.868221 -0.448854 -6.344672 -0.05 0.26 0.27
C 1.679250 0.486555 -7.511415 -0.10 0.10 -0.36
C 1.486676 -1.777013 -6.496208 0.03 -0.28 0.11
H 0.853960 -4.309429 -6.619276 0.02 -0.10 0.14
H 2.123795 -4.801686 -5.482477 -0.15 0.19 -0.06
H 0.508600 -4.436977 -4.880656 0.11 0.09 -0.15
H 2.322907 -2.956153 -3.436286 0.01 0.13 -0.28
H 3.923394 0.213674 -2.761850 -0.24 -0.28 0.06
H 2.451295 -0.405564 -1.979255 0.20 -0.06 -0.19
H 3.787534 -1.492495 -2.385481 -0.28 0.31 -0.11
H 2.418951 2.031220 -5.785830 0.07 -0.21 0.19
H 4.742525 1.151674 -5.823784 -0.10 0.16 0.23
H 4.598731 2.679462 -4.919748 0.01 -0.20 -0.01
H 4.787017 1.141229 -4.051495 -0.07 0.19 -0.37
H 2.610040 1.706225 -2.767825 -0.01 0.27 -0.05
H 2.366712 3.194678 -3.703591 -0.22 -0.36 0.24
H 0.302660 1.242604 -4.381574 -0.04 0.03 0.21
H -3.168222 1.866995 -4.483794 0.40 -0.05 -0.03
H -1.681778 2.434423 -5.269711 -0.06 -0.13 0.24
H -1.740217 0.815714 -4.545612 -0.06 0.16 0.02
H -3.654831 2.819202 -2.512123 0.33 0.02 0.03
H -2.949519 4.392212 0.816248 -0.12 -0.08 -0.21
H -3.984663 4.747476 -0.587423 0.22 -0.22 0.04
H -4.033903 3.146955 0.152913 0.27 0.18 -0.17
H -0.656984 4.191632 0.217372 0.01 -0.21 -0.23
H 1.548968 3.995445 -0.166539 -0.10 -0.30 -0.24
H 1.958858 2.373573 -0.737161 -0.16 0.15 -0.13
H 2.148714 3.786936 -1.810346 -0.15 -0.15 0.26
H 1.283994 -0.074096 -8.369879 0.14 0.23 0.23
H 0.964024 1.294782 -7.293361 0.17 -0.17 -0.04
H 2.620779 0.959562 -7.827371 -0.24 -0.13 0.10
H 1.053827 -2.106733 -7.444914 0.18 0.10 0.27
```
Positions in Å, forces in eV/Å.

## Properties
- HOMO level (eV) = -9.92
- relative energy (zero: lowest compared OMol25 entry of this formula, charge and spin) (kcal per mole) = 0.0
- F_max (eV/Å) = 3.13
- charge = +1

[2]
Entry from OMol25: a molecular structure, C27H39N4O8PS2Sn (ωB97M-V/def2-TZVPD).

Geometry as XYZ:
```
82
Properties=species:S:1:pos:R:3:forces:R:3
Sn -0.719507 0.166723 -0.537840 -0.17 -0.07 1.31
C -4.034388 -5.824023 -3.789001 -0.01 -0.40 0.08
C -2.934273 -5.296765 -2.930405 0.11 0.24 0.08
C -1.602649 -5.353378 -3.368817 -0.03 0.19 0.02
C -0.595932 -4.757669 -2.639684 0.03 -0.34 -0.01
C -0.911027 -4.169352 -1.418181 0.64 0.42 0.67
C -2.212431 -4.140978 -0.931898 -0.04 -0.20 0.11
C -3.212517 -4.724527 -1.686008 0.07 0.03 -0.14
S 0.402045 -3.390105 -0.489522 -1.03 -1.50 -0.38
O 0.003138 -3.011163 0.823463 -0.04 0.21 0.00
O 1.627566 -4.090946 -0.700354 0.24 0.24 -0.16
N 0.336292 -1.989340 -1.386340 -0.04 1.45 0.38
C 1.047260 -1.639402 -2.456518 0.07 -0.12 0.07
C 2.081023 -2.398612 -3.061830 0.00 0.00 -0.01
C 2.687747 -1.897596 -4.196149 -0.11 0.16 -0.12
C 2.286988 -0.663798 -4.691617 0.14 -0.19 0.04
C 1.299215 0.052303 -3.999026 -0.20 0.06 0.04
N 0.689311 -0.413285 -2.935747 0.11 0.32 0.13
H -3.831018 -5.667126 -4.846605 0.01 0.03 0.00
H -4.993948 -5.380441 -3.534433 0.00 0.01 0.00
H -4.111239 -6.903550 -3.628977 -0.10 0.00 -0.08
H -1.365623 -5.861188 -4.294035 -0.02 0.07 -0.08
H 0.427285 -4.790301 -2.988003 0.03 -0.06 0.00
H -2.420200 -3.693701 0.025135 -0.04 0.04 0.12
H -4.227847 -4.733346 -1.312606 -0.03 0.07 -0.01
H 2.382284 -3.332495 -2.613501 -0.04 -0.06 -0.01
H 3.464925 -2.459777 -4.694686 0.03 -0.02 0.03
H 2.738879 -0.241378 -5.576595 0.01 0.03 -0.03
H 1.006763 1.042264 -4.330002 -0.03 -0.02 -0.07
C -2.102163 3.736224 0.802569 -0.44 0.31 0.15
C -2.350421 2.442012 1.477993 0.17 0.69 0.12
N -2.221939 1.248403 0.919469 0.52 -0.19 -0.18
C -2.664779 0.328142 1.832804 -0.64 -0.39 0.78
C -3.045161 0.975322 2.981129 0.00 -0.39 -0.66
N -2.828247 2.305485 2.728271 0.09 -0.15 -0.36
C -3.538412 0.576953 4.334888 -0.01 0.50 -0.16
O -3.701710 -0.692166 4.578210 -0.10 -0.46 0.20
O -3.728033 1.464907 5.128669 0.08 -0.15 0.00
C -2.732320 -1.123446 1.452125 -0.11 1.16 1.42
O -3.147118 -1.954391 2.245735 0.06 0.00 -0.42
O -2.329067 -1.301661 0.260816 1.53 -0.25 -1.83
H -1.400191 3.578393 -0.011524 -0.66 0.07 0.66
H -1.724689 4.482009 1.499856 -0.01 0.02 0.07
H -3.037006 4.111595 0.382395 -0.12 0.03 0.11
H -3.021361 3.029295 3.409555 -0.12 0.02 -0.01
H -3.546271 -1.283279 3.797087 0.04 0.20 -0.12
C 2.166813 3.368213 -1.998363 -0.42 0.15 0.17
P 0.492988 3.760742 -1.430907 0.73 0.36 -0.70
C 0.592120 5.206426 -0.349423 -0.08 -0.24 -0.26
C -0.487845 4.195759 -2.884339 0.23 -0.08 0.39
O -0.127356 2.588527 -0.699230 0.44 -1.49 -0.29
H 2.570126 4.178683 -2.603120 0.04 0.01 -0.03
H 2.119880 2.452588 -2.587403 0.05 0.01 -0.02
H 2.812787 3.204625 -1.136360 0.01 -0.01 0.02
H 1.178180 5.999695 -0.810968 0.04 -0.01 -0.05
H 1.055692 4.908733 0.590471 0.04 0.01 0.02
H -0.413807 5.575077 -0.151427 0.10 0.08 -0.02
H -0.033604 5.019051 -3.432809 -0.01 0.03 -0.04
H -1.489875 4.477945 -2.562270 -0.03 0.04 -0.03
H -0.562683 3.316332 -3.523772 0.01 0.02 -0.06
C 5.039554 1.797573 1.400474 0.05 -0.07 0.14
C 4.450244 1.261547 2.702600 -0.01 0.16 -0.34
C 3.285073 0.305888 2.462553 -0.06 0.17 -0.02
S 1.882677 1.272176 1.785969 0.23 0.36 0.84
O 1.093983 0.287491 0.928331 -1.42 -1.06 -1.26
C 0.897292 1.500348 3.316795 -0.07 -0.08 -0.30
C 0.005288 0.319553 3.687841 0.29 -0.26 0.05
C 0.684687 -0.803666 4.467570 -0.09 0.05 -0.07
H 5.851974 2.491819 1.604209 0.00 0.03 -0.03
H 4.285209 2.322689 0.812575 0.03 0.04 -0.06
H 5.441879 0.980951 0.801067 0.00 0.00 -0.06
H 4.117039 2.094310 3.328123 0.08 -0.03 0.13
H 5.224143 0.725369 3.252746 -0.10 0.00 0.12
H 2.963586 -0.176438 3.380506 -0.10 -0.06 -0.06
H 3.528420 -0.453707 1.719659 -0.10 0.03 -0.10
H 0.290654 2.384491 3.114167 0.08 0.07 0.01
H 1.615877 1.734857 4.103689 0.06 0.13 -0.04
H -0.426532 -0.092541 2.771786 -0.04 0.06 0.21
H -0.810074 0.718559 4.294562 0.06 0.05 -0.08
H 1.307889 -1.422369 3.824265 0.06 -0.03 0.03
H -0.071084 -1.456869 4.900206 0.00 -0.03 -0.01
H 1.279572 -0.405274 5.289959 0.07 -0.04 0.02
```
Positions in Å, forces in eV/Å.

## Properties
- HOMO level (alpha / beta) (eV) = -13.91 / -13.81
- relative energy (zero: lowest compared OMol25 entry of this formula, charge and spin) (kcal per mole) = 4.0
- F_max (eV/Å) = 2.40
- charge = +2